Below is a molecular structure, C27H63Cl2N9O9Sn at a distorted geometry, with properties calculated with wB97M-V/def2-TZVPD.

Summary:
Frontier orbital gap (eV): 6.81
E_LUMO (eV): -0.62

The geometry in ORCA input format:
```
! RIJCOSX wB97M-V def2-TZVPD def2/J DEFGRID3
* xyz 0 1
Sn 0.454 0.382 -0.228
Cl 3.500 -0.523 -1.859
Cl 2.733 3.195 -0.020
C -2.620 -2.750 -2.618
C -1.253 -3.131 -2.142
O -0.650 -2.278 -1.463
N -0.790 -4.358 -2.462
C 0.563 -4.765 -2.158
H -2.899 -1.731 -2.351
H -3.290 -3.338 -1.990
H -2.807 -2.901 -3.681
H -1.354 -5.065 -2.911
H 1.203 -4.763 -3.040
H 0.606 -5.814 -1.865
H 1.025 -4.412 -1.236
C -1.107 1.592 4.994
C 0.197 1.555 4.251
O 0.193 1.045 3.145
N 1.348 1.922 4.797
C 1.648 2.565 6.088
H -1.419 2.602 5.262
H -1.098 0.911 5.844
H -1.950 1.191 4.431
H 2.205 1.715 4.306
H 0.827 3.196 6.430
H 2.375 3.350 5.879
H 2.066 1.992 6.915
C -4.201 1.048 -1.292
C -3.335 1.879 -0.388
O -2.137 1.768 -0.600
N -3.803 2.561 0.665
C -2.896 3.124 1.696
H -5.251 1.303 -1.144
H -4.023 0.049 -0.896
H -3.941 1.243 -2.332
H -4.724 2.488 1.073
H -2.423 2.320 2.260
H -3.500 3.589 2.475
H -2.170 3.840 1.312
C -2.081 1.373 -4.557
C -0.590 1.390 -4.140
O -0.358 1.052 -3.000
N 0.418 1.731 -4.884
C 1.784 1.748 -4.345
H -2.547 0.524 -4.059
H -2.102 1.261 -5.641
H -2.573 2.320 -4.337
H 0.231 1.684 -5.876
H 2.257 0.771 -4.446
H 1.839 2.173 -3.343
H 2.439 2.540 -4.708
C 0.516 -1.756 -4.746
C 1.473 -1.924 -5.936
O 1.128 -2.586 -6.821
N 2.694 -1.314 -5.949
C 3.570 -1.553 -7.074
H 0.076 -2.742 -4.601
H -0.348 -1.175 -5.070
H 0.979 -1.389 -3.829
H 3.108 -1.141 -5.044
H 4.548 -1.616 -6.596
H 3.558 -0.789 -7.851
H 3.525 -2.525 -7.566
C 3.092 -3.111 1.093
C 2.704 -2.020 2.013
O 1.537 -1.706 2.213
N 3.749 -1.359 2.529
C 3.610 -0.318 3.559
H 3.076 -2.786 0.052
H 2.439 -3.977 0.986
H 4.087 -3.544 1.192
H 4.706 -1.569 2.285
H 4.357 -0.609 4.297
H 2.684 -0.313 4.134
H 3.775 0.621 3.032
C -3.936 -0.746 2.312
C -2.852 -1.574 1.617
O -1.785 -1.084 1.150
N -3.053 -2.880 1.708
C -2.048 -3.901 1.281
H -4.757 -0.424 1.672
H -3.579 0.088 2.916
H -4.466 -1.274 3.105
H -3.860 -3.316 2.131
H -1.175 -3.468 0.794
H -2.638 -4.517 0.602
H -1.694 -4.430 2.166
C 2.502 -2.447 6.748
C 0.960 -2.718 6.362
O 0.217 -3.051 7.208
N 0.552 -2.271 5.203
C -0.746 -2.193 4.519
H 2.952 -2.315 5.764
H 2.892 -3.249 7.374
H 2.494 -1.623 7.462
H 1.285 -1.707 4.797
H -0.872 -1.250 3.988
H -1.578 -2.764 4.932
H -0.563 -2.770 3.613
C 1.032 5.031 -3.857
C 0.697 6.211 -2.869
O 0.969 7.343 -3.221
N -0.022 5.906 -1.747
C -0.066 6.853 -0.633
H 0.613 5.334 -4.816
H 0.453 4.175 -3.512
H 2.068 4.756 -4.055
H -0.397 4.983 -1.580
H -0.026 6.427 0.370
H -1.003 7.356 -0.874
H 0.766 7.548 -0.744
*
```

These are the Löwdin partial charges, in e, on atoms 1 to 5:
1 Sn 1.4410
2 Cl -0.4948
3 Cl -0.6367
4 C 0.0068
5 C -0.5552